This record from the Open Molecules 2025 dataset describes a cluster of 2 separate species, C5H10O in total. The level of theory is ωB97M-V with the def2-TZVPD basis set.

XYZ file:
```
16
Properties=species:S:1:pos:R:3:nbo_charge:R:1
O -2.044 1.503 -1.242 -0.549
C -0.697 -1.844 0.154 -0.785
C -0.294 -0.458 0.383 0.195
C 1.974 0.343 0.432 -0.588
C 0.812 -0.021 -0.512 -0.583
C -1.873 1.748 -0.070 0.286
H 0.496 0.883 -1.047 0.249
H 1.651 1.085 1.168 0.218
H 1.148 -0.762 -1.258 0.174
H -2.630 1.516 0.701 0.119
H -1.191 -2.354 0.985 0.235
H 2.812 0.749 -0.141 0.220
H -1.519 -1.542 -0.535 0.298
H -0.020 -2.514 -0.402 0.194
H 2.333 -0.538 0.976 0.205
H -0.967 2.264 0.299 0.113
```

The calculation puts the energy above the lowest of the compared OMol25 structures with the same formula, charge and spin at 434.5 kJ/mol. The multiplicity is 1. For the HOMO energy, the calculation gives -8.453 eV. The calculated total energy is -271.58714 Eh. The frontier orbital gap is 8.6 eV.

=====

This record from the Open Molecules 2025 dataset describes the molecule C5H10O at a distorted geometry. The level of theory is ωB97M-V with the def2-TZVPD basis set.

XYZ file:
```
16
Properties=species:S:1:pos:R:3:nbo_charge:R:1
O -0.563 0.199 1.657 -0.545
C 1.091 -1.483 -2.361 -0.399
C -1.576 1.242 1.998 -0.292
C -0.215 0.455 0.355 -0.047
C 1.250 -0.525 -1.422 -0.175
C 0.824 -0.646 0.025 -0.456
H 1.695 0.340 -1.785 0.190
H 0.284 -1.536 0.297 0.217
H 1.715 -0.647 0.669 0.224
H 1.210 -1.495 -3.481 0.208
H -0.878 2.167 2.268 0.198
H -2.232 1.466 1.046 0.180
H -2.294 0.766 2.845 0.213
H 0.489 -2.348 -2.045 0.177
H -1.072 0.605 -0.298 0.166
H 0.272 1.441 0.231 0.143
```

The calculation puts the energy above the lowest of the compared OMol25 structures with the same formula, charge and spin at 261.7 kJ/mol. The multiplicity is 1. For the HOMO energy, the calculation gives -9.560 eV. The calculated total energy is -271.65295 Eh. The frontier orbital gap is 10.6 eV. As for the SMILES: C=CCCOC.

=====

This record from the Open Molecules 2025 dataset describes the molecule C5H10O at a distorted geometry. The level of theory is ωB97M-V with the def2-TZVPD basis set.

XYZ file:
```
16
Properties=species:S:1:pos:R:3:nbo_charge:R:1
O 1.144 -1.053 2.301 -0.721
C 1.664 -0.243 1.273 -0.091
C -0.039 0.082 -0.669 -0.158
C -1.975 -0.076 -2.106 -0.623
C -1.156 0.922 -1.293 -0.448
C 0.501 0.414 0.501 -0.228
H -2.960 0.242 -2.435 0.214
H -2.202 -0.916 -1.444 0.214
H 0.633 -0.607 2.979 0.468
H -1.580 1.533 -0.450 0.213
H 2.172 -1.032 0.688 0.185
H -1.529 -0.345 -3.087 0.217
H 0.376 -0.667 -1.336 0.201
H -0.534 1.630 -1.805 0.215
H 0.263 1.320 1.116 0.179
H 2.263 0.646 1.523 0.163
```

The calculation puts the energy above the lowest of the compared OMol25 structures with the same formula, charge and spin at 187.7 kJ/mol. The multiplicity is 1. For the HOMO energy, the calculation gives -9.380 eV. The calculated total energy is -271.68111 Eh. The frontier orbital gap is 10.5 eV. As for the SMILES: CC/C=C/CO.

=====

This record from the Open Molecules 2025 dataset describes the molecule C5H10O. The level of theory is ωB97M-V with the def2-TZVPD basis set.

XYZ file:
```
16
Properties=species:S:1:pos:R:3:nbo_charge:R:1
O 0.101 -0.701 1.659 -0.522
C 1.083 -0.201 -0.414 -0.428
C -0.748 1.569 -0.747 -0.601
C -0.990 -0.531 0.778 -0.069
C 1.188 -1.086 0.837 -0.071
C -0.435 0.089 -0.524 -0.249
H 1.486 -0.689 -1.307 0.214
H 1.649 0.727 -0.274 0.205
H -0.519 1.861 -1.780 0.210
H 2.111 -0.949 1.408 0.194
H -1.435 -1.511 0.519 0.157
H -1.760 0.065 1.280 0.191
H -0.150 2.206 -0.085 0.206
H -1.807 1.792 -0.570 0.207
H -0.877 -0.491 -1.340 0.201
H 1.102 -2.151 0.559 0.156
```

The calculation puts the energy above the lowest of the compared OMol25 structures with the same formula, charge and spin at 48.6 kJ/mol. The multiplicity is 1. For the HOMO energy, the calculation gives -9.704 eV. The calculated total energy is -271.73409 Eh. The frontier orbital gap is 10.8 eV. As for the SMILES: C[C@H]1CCOC1.

=====

This record from the Open Molecules 2025 dataset describes the molecule C5H10O at a distorted geometry. The level of theory is ωB97M-V with the def2-TZVPD basis set.

XYZ file:
```
16
Properties=species:S:1:pos:R:3:nbo_charge:R:1
O -0.587 -0.873 1.117 -0.722
C 0.105 1.436 1.234 -0.625
C 0.196 -1.014 -1.334 -0.260
C 1.192 -1.399 -0.529 -0.344
C -0.440 0.329 -1.037 -0.480
C -0.750 0.397 0.513 0.098
H -1.806 0.655 0.650 0.165
H -0.048 1.389 2.317 0.221
H -1.363 0.492 -1.607 0.219
H -0.673 -1.484 0.359 0.481
H -0.172 2.440 0.889 0.210
H -0.247 -1.703 -2.054 0.212
H 1.177 1.300 1.042 0.201
H 1.662 -0.675 0.134 0.195
H 0.249 1.137 -1.310 0.223
H 1.506 -2.426 -0.384 0.205
```

The calculation puts the energy above the lowest of the compared OMol25 structures with the same formula, charge and spin at 161.9 kJ/mol. The multiplicity is 1. For the HOMO energy, the calculation gives -9.405 eV. The calculated total energy is -271.69095 Eh. The frontier orbital gap is 10.5 eV. As for the SMILES: C=CC[C@H](C)O.

=====

This record from the Open Molecules 2025 dataset describes a cluster of 2 separate species, C5H10O in total at a distorted geometry. The level of theory is ωB97M-V with the def2-TZVPD basis set.

XYZ file:
```
16
Properties=species:S:1:pos:R:3:nbo_charge:R:1
O 0.825 2.296 -0.449 -0.636
C 2.564 0.694 -0.673 -0.722
C 1.587 1.322 0.063 0.256
C -2.027 -0.009 0.567 -0.659
C -0.991 -1.103 0.767 -0.184
C -1.156 -2.182 0.006 -0.396
H -3.031 -0.419 0.530 0.218
H 3.614 0.843 -0.481 0.232
H -0.614 -3.095 0.241 0.189
H -2.013 0.661 1.423 0.213
H 2.304 0.254 -1.635 0.209
H -0.043 -0.931 1.257 0.203
H 1.302 0.969 1.051 0.178
H -1.812 0.550 -0.346 0.219
H 1.156 2.333 -1.366 0.485
H -1.664 -2.183 -0.953 0.193
```

The calculation puts the energy above the lowest of the compared OMol25 structures with the same formula, charge and spin at 422.3 kJ/mol. The multiplicity is 1. For the HOMO energy, the calculation gives -7.964 eV. The calculated total energy is -271.59178 Eh. The frontier orbital gap is 8.5 eV. As for the SMILES: C=CC.C=CO.

=====

This record from the Open Molecules 2025 dataset describes the molecule C5H10O at a distorted geometry. The level of theory is ωB97M-V with the def2-TZVPD basis set.

XYZ file:
```
16
Properties=species:S:1:pos:R:3:nbo_charge:R:1
O -0.285 0.604 -0.756 -0.528
C 2.044 0.397 -1.308 -0.645
C -1.583 0.031 1.402 -0.228
C -2.058 -1.199 1.013 -0.433
C 0.678 -0.315 -0.971 -0.066
C -0.497 0.898 0.607 -0.099
H 1.990 1.078 -2.170 0.214
H 0.348 -0.978 -1.846 0.179
H -0.799 1.960 0.638 0.201
H -1.516 -1.821 0.089 0.217
H 0.880 -1.101 -0.172 0.170
H 0.532 0.771 1.166 0.177
H 2.282 1.069 -0.481 0.200
H -2.851 -1.613 1.700 0.217
H -2.097 0.481 2.402 0.214
H 2.933 -0.261 -1.313 0.211
```

The calculation puts the energy above the lowest of the compared OMol25 structures with the same formula, charge and spin at 267.1 kJ/mol. The multiplicity is 1. For the HOMO energy, the calculation gives -9.677 eV. The calculated total energy is -271.65087 Eh. The frontier orbital gap is 10.8 eV. As for the SMILES: C=CCOCC.

=====

This record from the Open Molecules 2025 dataset describes the molecule C5H10O at a distorted geometry. The level of theory is ωB97M-V with the def2-TZVPD basis set.

XYZ file:
```
16
Properties=species:S:1:pos:R:3:nbo_charge:R:1
O -1.305 0.226 -1.090 -0.520
C -0.161 -0.751 0.932 -0.444
C 1.377 -0.841 0.692 -0.400
C -0.318 -0.546 -0.586 0.122
C -1.531 1.458 -0.385 -0.269
C 1.213 -0.124 -0.672 -0.440
H -1.946 1.208 0.657 0.176
H 1.992 -0.383 1.464 0.204
H -0.557 2.086 -0.206 0.167
H -2.202 2.009 -1.056 0.204
H 1.729 -1.860 0.534 0.200
H -0.430 -1.521 -1.121 0.184
H 1.823 -0.512 -1.504 0.208
H 1.342 0.956 -0.564 0.199
H -0.398 0.193 1.494 0.201
H -0.627 -1.598 1.410 0.210
```

The calculation puts the energy above the lowest of the compared OMol25 structures with the same formula, charge and spin at 169.5 kJ/mol. The multiplicity is 1. For the HOMO energy, the calculation gives -9.449 eV. The calculated total energy is -271.68806 Eh. The frontier orbital gap is 10.5 eV. As for the SMILES: COC1CCC1.

=====

This record from the Open Molecules 2025 dataset describes the molecule C5H10O at a distorted geometry. The level of theory is ωB97M-V with the def2-TZVPD basis set.

XYZ file:
```
16
Properties=species:S:1:pos:R:3:nbo_charge:R:1
O -0.383 1.127 -0.513 -0.739
C 1.655 0.491 0.425 -0.356
C 0.349 -0.428 1.028 -0.260
C -0.756 -0.156 0.047 0.065
C -2.149 0.075 0.633 -0.615
C 1.702 -0.942 0.704 -0.435
H -2.738 0.586 -0.135 0.220
H 2.301 -1.201 1.558 0.216
H -0.211 1.059 -1.451 0.466
H 1.798 -1.588 -0.161 0.211
H -2.680 -0.834 0.930 0.207
H -0.803 -0.901 -0.759 0.169
H 1.880 0.822 -0.613 0.209
H -2.089 0.747 1.498 0.212
H 0.072 -0.355 2.094 0.216
H 1.917 1.275 1.117 0.215
```

The calculation puts the energy above the lowest of the compared OMol25 structures with the same formula, charge and spin at 274.7 kJ/mol. The multiplicity is 1. For the HOMO energy, the calculation gives -8.265 eV. The calculated total energy is -271.64799 Eh. The frontier orbital gap is 9.3 eV. As for the SMILES: C[C@@H](O)C1CC1.

=====

This record from the Open Molecules 2025 dataset describes a structure of composition C5H10O. The level of theory is ωB97M-V with the def2-TZVPD basis set.

XYZ file:
```
16
Properties=species:S:1:pos:R:3:nbo_charge:R:1
O 1.646 0.616 0.991 -0.644
C 1.003 0.008 0.056 0.562
C -0.441 -0.362 0.225 -0.315
C -1.013 0.107 1.561 -0.601
C -1.270 0.128 -0.968 -0.591
C 1.909 -0.272 -1.003 -0.877
H -2.305 -0.217 -0.878 0.213
H -0.441 -1.464 0.200 0.234
H -1.282 1.223 -1.006 0.209
H 2.236 0.641 -1.508 0.255
H 1.732 -1.096 -1.695 0.222
H -2.039 -0.256 1.679 0.210
H -1.029 1.201 1.611 0.215
H -0.863 -0.240 -1.914 0.220
H -0.415 -0.255 2.402 0.225
H 2.573 0.237 0.247 0.462
```

The calculation puts the energy above the lowest of the compared OMol25 structures with the same formula, charge and spin at 278.4 kJ/mol. The multiplicity is 1. For the HOMO energy, the calculation gives -8.581 eV. The calculated total energy is -271.64658 Eh. The frontier orbital gap is 9.4 eV.

=====

This record from the Open Molecules 2025 dataset describes the molecule C5H10O. The level of theory is ωB97M-V with the def2-TZVPD basis set.

XYZ file:
```
16
Properties=species:S:1:pos:R:3:nbo_charge:R:1
O -0.758 1.634 0.082 -0.559
C -0.806 0.120 0.519 0.102
C 0.709 0.251 0.530 -0.444
C 0.550 1.207 -0.623 -0.084
C -1.601 -0.665 -0.512 -0.665
C 1.646 -0.925 0.532 -0.639
H 1.484 -1.670 -0.270 0.172
H -2.645 -0.337 -0.558 0.222
H 1.583 -1.462 1.487 0.212
H 1.227 2.059 -0.740 0.190
H -0.156 1.762 0.943 0.494
H -1.594 -1.709 -0.179 0.227
H 2.683 -0.578 0.441 0.214
H -1.178 -0.638 -1.519 0.214
H -1.326 0.066 1.483 0.187
H 0.185 0.886 -1.613 0.156
```

The calculation puts the energy above the lowest of the compared OMol25 structures with the same formula, charge and spin at 492.5 kJ/mol. The multiplicity is 1. For the HOMO energy, the calculation gives -6.753 eV. The calculated total energy is -271.56504 Eh. The frontier orbital gap is 7.8 eV.

=====

This record from the Open Molecules 2025 dataset describes a structure of composition C5H10O at a distorted geometry. The level of theory is ωB97M-V with the def2-TZVPD basis set.

XYZ file:
```
16
Properties=species:S:1:pos:R:3:nbo_charge:R:1
O -1.681 -0.813 1.108 -0.583
C -1.824 -0.079 -0.484 -0.044
C 1.915 0.288 -0.074 -0.644
C -0.392 -0.502 1.462 -0.041
C -0.436 -0.085 -1.107 -0.514
C 0.428 0.525 -0.056 -0.179
H -0.143 -1.112 -1.334 0.210
H -0.080 0.580 -1.959 0.250
H 2.156 -0.767 -0.244 0.206
H 0.240 1.628 -0.101 0.190
H -2.243 0.941 -0.414 0.192
H 2.506 0.918 -0.755 0.209
H -2.522 -0.828 -0.800 0.206
H 0.254 -1.397 1.469 0.155
H -0.375 0.144 2.346 0.167
H 2.197 0.558 0.942 0.221
```

The calculation puts the energy above the lowest of the compared OMol25 structures with the same formula, charge and spin at 331.1 kJ/mol. The multiplicity is 1. For the HOMO energy, the calculation gives -8.940 eV. The calculated total energy is -271.62651 Eh. The frontier orbital gap is 10.1 eV.

=====

multiplicity of number 7 (C5H10O)? 1